(1)
4 unconnected molecules or ions with the total composition C21H31F3N3O6 in a non-equilibrium geometry, computed with ωB97M-V/def2-TZVPD.

Each line ends with the Löwdin charge.
Positions of all 64 atoms, in Å:
F1 -1.285 2.064 1.558  0.06
C1 -0.396 0.989 1.905  -0.31
F2 -1.259 -0.090 2.288  0.07
F3 0.457 1.321 2.972  0.11
C2 0.359 0.580 0.559  -0.01
N1 0.563 1.518 -0.508  0.12
C3 1.236 0.847 -1.602  0.04
C4 1.493 -0.601 -1.142  0.07
N2 0.926 -0.707 0.194  0.05
C5 0.938 -1.962 1.023  -0.20
C6 0.756 -3.252 0.207  0.05
C7 0.715 -4.586 1.055  0.02
C8 0.875 -4.292 2.585  -0.03
C9 1.090 -2.901 3.218  -0.08
N3 1.116 -1.737 2.407  0.07
H1 0.237 2.487 -0.390  0.17
H2 1.497 1.356 -2.596  0.14
H3 2.039 -1.366 -1.785  0.15
H4 0.654 -3.264 -0.947  0.06
H5 0.556 -5.617 0.605  0.11
H6 0.863 -5.194 3.300  0.10
H7 1.191 -2.835 4.363  0.12
O1 4.148 1.106 -2.925  0.08
C10 4.951 1.236 -2.026  -0.52
O2 4.696 0.718 -0.809  -0.02
C11 5.647 0.662 0.267  -0.22
C12 5.668 1.964 1.043  -0.06
C13 6.200 2.049 -2.223  0.02
H8 6.635 0.372 -0.098  0.12
H9 5.315 -0.143 0.926  0.12
H10 5.979 2.801 0.415  0.07
H11 6.353 1.894 1.891  0.09
H12 4.668 2.201 1.414  0.08
H13 5.962 3.107 -2.097  0.10
H14 6.564 1.880 -3.239  0.10
H15 7.017 1.777 -1.557  0.07
O3 0.182 -3.384 -2.628  0.04
C14 -0.654 -3.597 -3.484  -0.48
O4 -1.161 -2.583 -4.199  0.01
C15 -2.018 -2.742 -5.343  -0.22
C16 -3.464 -2.908 -4.921  -0.06
C17 -1.201 -4.981 -3.695  0.02
H16 -1.669 -3.556 -5.983  0.12
H17 -1.918 -1.826 -5.928  0.13
H18 -3.607 -3.806 -4.317  0.07
H19 -4.114 -2.973 -5.796  0.09
H20 -3.781 -2.061 -4.308  0.09
H21 -1.979 -5.176 -2.954  0.10
H22 -0.387 -5.697 -3.559  0.10
H23 -1.597 -5.154 -4.693  0.08
O5 -7.256 4.839 2.684  0.11
C18 -6.199 4.610 3.222  -0.52
O6 -5.082 4.448 2.484  0.00
C19 -3.758 4.347 3.027  -0.23
C20 -3.450 2.923 3.446  -0.08
C21 -6.122 4.411 4.711  0.01
H24 -3.609 5.067 3.835  0.12
H25 -3.076 4.639 2.225  0.12
H26 -4.121 2.583 4.237  0.07
H27 -2.422 2.843 3.808  0.07
H28 -3.583 2.241 2.604  0.08
H29 -6.412 3.386 4.951  0.10
H30 -6.820 5.103 5.187  0.10
H31 -5.144 4.623 5.138  0.07

## Properties
HOMO energy: -11.6 eV
Gap between HOMO and LUMO: 7.9 eV
Total charge: +1

(2)
A molecular structure, C21H31GeLaN4O9P2, computed with ωB97M-V/def2-TZVPD.

Each line ends with the Löwdin charge.
Positions of all 69 atoms, in Å:
La1 0.299 0.495 -0.764  1.98
O1 1.144 -3.194 4.006  0.05
C1 -0.080 -2.644 4.236  -0.26
C2 -0.765 -2.962 5.408  -0.03
C3 -2.005 -2.422 5.683  -0.09
C4 -2.587 -1.541 4.780  -0.08
C5 -1.902 -1.228 3.621  -0.02
C6 -0.649 -1.766 3.310  -0.06
C7 -0.014 -1.338 2.023  -0.45
O2 -0.580 -0.347 1.422  -0.26
N1 1.044 -2.000 1.626  0.09
N2 1.596 -1.409 0.504  -0.10
C8 2.415 -2.142 -0.138  -0.09
C9 3.169 -1.566 -1.270  -0.26
C10 4.282 -2.228 -1.769  -0.02
C11 5.048 -1.604 -2.741  -0.06
C12 4.684 -0.340 -3.170  -0.05
C13 3.538 0.238 -2.642  -0.14
N3 2.779 -0.367 -1.733  0.03
H1 1.366 -3.733 4.772  0.10
H2 -0.302 -3.645 6.114  0.11
H3 -2.510 -2.688 6.603  0.10
H4 -3.556 -1.103 4.973  0.10
H5 -2.333 -0.533 2.915  0.11
H6 2.605 -3.167 0.173  0.13
H7 4.548 -3.201 -1.380  0.11
H8 5.928 -2.090 -3.142  0.11
H9 5.269 0.199 -3.902  0.11
H10 3.204 1.219 -2.952  0.09
C14 -4.656 -1.051 -1.569  -0.07
C15 -3.284 -0.554 -1.126  -0.58
O3 -3.237 -0.634 0.291  -0.06
P1 -3.077 1.214 -1.574  0.48
O4 -3.305 1.320 -3.128  -0.10
O5 -4.323 2.010 -1.019  -0.07
O6 -1.782 1.761 -1.063  -0.42
P2 -1.883 -1.496 -1.940  0.30
O7 -2.534 -2.707 -2.752  -0.11
O8 -1.290 -0.489 -2.908  -0.41
O9 -0.935 -1.950 -0.885  -0.35
H11 -5.441 -0.427 -1.139  0.08
H12 -4.781 -2.068 -1.198  0.09
H13 -4.767 -1.061 -2.652  0.09
H14 -2.314 -0.728 0.605  0.04
H15 -2.604 0.755 -3.522  0.07
H16 -4.176 2.321 -0.117  0.11
H17 -2.449 -3.538 -2.269  0.09
C16 0.202 0.261 -5.812  -0.03
C17 0.574 0.877 -4.545  -0.23
N4 0.874 1.330 -3.536  0.13
H18 -0.623 -0.426 -5.623  0.08
H19 1.047 -0.294 -6.214  0.09
H20 -0.104 1.024 -6.525  0.09
C18 1.778 4.942 1.820  -0.23
Ge1 1.222 3.159 1.255  0.65
C19 2.202 1.844 2.335  -0.22
C20 -0.678 3.038 1.767  -0.23
C21 1.463 2.707 -0.599  -0.54
H21 1.607 5.081 2.889  0.01
H22 1.210 5.696 1.275  0.01
H23 2.837 5.098 1.612  0.01
H24 2.125 2.097 3.394  0.02
H25 3.256 1.850 2.052  0.02
H26 1.833 0.822 2.225  -0.01
H27 -0.768 3.443 2.777  0.02
H28 -1.083 2.025 1.788  -0.01
H29 -1.280 3.644 1.087  0.01
H30 2.542 2.747 -0.798  -0.05
H31 0.971 3.462 -1.224  -0.04

## Properties
HOMO energy: -7.1 eV
Gap between HOMO and LUMO: 6.8 eV

(3)
A molecular structure, C21H31IrN3O2SSe2 in a non-equilibrium geometry, computed with ωB97M-V/def2-TZVPD.

Each line ends with the Löwdin charge.
Positions of all 61 atoms, in Å:
Ir1 0.308 -0.828 0.603  0.56
O1 2.138 0.582 1.721  -0.22
C1 3.050 0.293 2.758  -0.21
C2 3.326 -1.215 2.864  -0.56
C3 4.549 -1.346 3.826  -0.24
O2 4.929 -2.661 4.110  -0.04
C4 3.781 -1.836 1.544  -0.52
Se1 2.696 -1.710 -0.100  0.65
C5 2.174 -1.973 3.525  -0.54
Se2 0.338 -1.928 2.788  0.48
H1 2.057 1.534 1.596  0.10
H2 2.654 0.651 3.719  0.13
H3 3.998 0.812 2.560  0.14
H4 4.337 -0.792 4.754  0.13
H5 5.427 -0.895 3.354  0.13
H6 4.241 -3.095 4.629  0.09
H7 3.944 -2.904 1.709  0.06
H8 4.736 -1.391 1.258  0.06
H9 2.060 -1.615 4.553  0.06
H10 2.420 -3.037 3.556  0.05
C6 -2.593 1.183 1.036  -0.07
C7 -2.183 2.344 0.129  -0.37
C8 -1.008 3.124 0.721  -0.06
C9 -1.835 1.947 -1.285  -0.17
C10 -2.610 2.409 -2.322  -0.08
C11 -2.232 2.241 -3.646  -0.09
C12 -0.999 1.674 -3.932  -0.05
C13 -0.181 1.173 -2.945  -0.14
C14 1.182 0.645 -3.314  -0.37
C15 1.202 -0.885 -3.309  -0.08
C16 2.279 1.221 -2.417  -0.09
C17 -0.642 1.184 -1.577  -0.30
N1 0.004 0.559 -0.642  -0.11
H11 -2.817 1.549 2.036  0.08
H12 -1.780 0.445 1.111  0.01
H13 -3.475 0.685 0.640  0.05
H14 -3.038 3.029 0.069  0.13
H15 -0.132 2.481 0.763  0.05
H16 -1.244 3.474 1.722  0.08
H17 -0.779 3.979 0.087  0.09
H18 -3.524 2.942 -2.092  0.11
H19 -2.862 2.608 -4.442  0.09
H20 -0.667 1.637 -4.961  0.11
H21 1.387 0.978 -4.341  0.13
H22 0.927 -1.269 -2.326  -0.01
H23 2.196 -1.252 -3.561  0.08
H24 0.488 -1.268 -4.035  0.08
H25 2.156 0.867 -1.395  0.00
H26 2.240 2.309 -2.420  0.08
H27 3.256 0.907 -2.775  0.08
S1 -1.164 -2.501 -0.544  0.62
C18 -2.771 -1.951 -0.634  -0.76
N2 -3.685 -2.616 0.197  0.10
C19 -5.019 -2.313 0.131  -0.03
C20 -5.433 -1.332 -0.712  -0.03
C21 -4.449 -0.680 -1.500  -0.06
N3 -3.168 -1.012 -1.449  0.11
H28 -3.334 -3.341 0.805  0.14
H29 -5.679 -2.881 0.770  0.13
H30 -6.472 -1.058 -0.786  0.11
H31 -4.704 0.114 -2.184  0.12

## Properties
HOMO energy (alpha / beta): -6.5 / -6.3 eV
⟨S²⟩: 0.860
Gap between HOMO and LUMO (alpha / beta): 5.1 / 4.9 eV
Multiplicity: 2

(4)
A molecular structure, C21H31MnN3O2Si in a non-equilibrium geometry, computed with ωB97M-V/def2-TZVPD.

Each line ends with the Löwdin charge.
Positions of all 59 atoms, in Å:
Mn1 0.789 0.359 1.282  0.82
N1 1.461 1.103 3.108  -0.03
C1 0.362 1.116 4.144  -0.17
C2 -0.676 2.154 3.708  -0.07
C3 -1.536 1.904 2.470  -0.44
O1 -2.552 2.461 2.142  0.18
O2 -1.066 0.824 1.700  -0.30
H1 2.264 0.559 3.382  0.11
H2 1.856 2.033 3.068  0.12
H3 0.863 1.368 5.118  0.15
H4 -0.027 0.058 4.194  0.14
H5 -0.198 3.135 3.472  0.15
H6 -1.324 2.339 4.594  0.16
C4 3.695 -0.927 -3.702  -0.06
C5 3.589 0.453 -3.159  -0.20
N2 3.746 0.464 -1.683  -0.03
C6 5.157 0.358 -1.178  -0.13
C7 5.481 -0.925 -0.341  -0.04
C8 2.690 0.431 -0.910  -0.38
C9 1.377 0.752 -1.598  0.00
N3 2.568 0.266 0.394  0.03
H7 3.452 -0.831 -4.838  0.13
H8 2.921 -1.549 -3.325  0.06
H9 4.698 -1.356 -3.639  0.09
H10 2.584 0.825 -3.376  0.10
H11 4.340 1.091 -3.590  0.13
H12 5.422 1.271 -0.669  0.12
H13 5.779 0.391 -2.049  0.11
H14 4.836 -1.019 0.562  0.06
H15 6.512 -0.849 -0.056  0.08
H16 5.349 -1.865 -0.903  0.09
H17 1.426 1.675 -2.161  0.11
H18 0.638 1.068 -0.853  0.06
H19 1.017 -0.043 -2.277  0.10
H20 3.436 0.217 0.826  0.03
C10 -2.240 -0.403 -3.766  -0.07
C11 -1.471 -1.296 -3.085  -0.10
C12 -1.310 -1.134 -1.755  -0.18
C13 -2.043 -0.178 -1.045  -0.29
C14 -2.902 0.655 -1.733  -0.07
C15 -2.944 0.588 -3.120  -0.04
Si1 -1.892 -0.504 0.770  0.78
C16 -3.460 -1.002 1.562  -0.26
C17 -3.741 -0.917 2.968  -0.08
C18 -5.009 -1.121 3.450  -0.04
C19 -6.016 -1.579 2.575  -0.05
C20 -5.775 -1.664 1.244  -0.05
C21 -4.488 -1.404 0.719  -0.07
H21 -2.217 -0.465 -4.876  0.14
H22 -0.914 -2.075 -3.673  0.14
H23 -0.614 -1.797 -1.233  0.09
H24 -3.447 1.361 -1.199  0.10
H25 -3.594 1.342 -3.648  0.14
H26 -0.567 -1.350 0.861  0.05
H27 -2.995 -0.444 3.574  0.09
H28 -5.300 -0.814 4.461  0.12
H29 -7.047 -1.694 2.877  0.12
H30 -6.594 -1.892 0.558  0.13
H31 -4.349 -1.522 -0.342  0.10

## Properties
HOMO energy (alpha / beta): -14.4 / -14.4 eV
⟨S²⟩: 3.765
Gap between HOMO and LUMO (alpha / beta): 7.7 / 7.9 eV
Multiplicity: 4
Total charge: +2

Ordered DFT total energy results: -1733.70153 -4506.56368 -6438.81109 -2573.52578; unit Ha.
Ordered ΔE to the lowest compared entry with this formula, charge and spin results: 1.105 0.929 1.220 0.191; unit eV.